# 1
H10O5 | ωB97M-V/def2-TZVPD

Geometry (Å):
O  0.153  2.642  -0.676
H  1.112  2.606  -0.578
H  -0.142  1.761  -0.420
O  -3.085  1.403  0.791
H  -4.046  1.322  0.781
H  -2.782  0.552  1.127
O  -3.022  -1.807  -1.036
H  -2.903  -2.761  -1.104
H  -2.891  -1.621  -0.099
O  1.293  -1.328  0.989
H  1.924  -2.056  0.998
H  1.169  -1.137  0.053
O  4.699  -0.123  -0.303
H  3.750  -0.281  -0.357
H  4.771  0.829  -0.169

The SMILES is O.O.O.O.O. As for the relative energy (zero: lowest compared OMol25 entry of this formula, charge and spin): 35.6 kcal/mol. The value obtained for the HOMO energy is -11.445 eV. Its largest force on an atom is 0.0058 Eh/bohr. Its net charge is 0.

=====

# 2
C34H55ClN3OP2Sr | ωB97M-V/def2-TZVPD

Geometry (Å):
C  -2.296  1.503  -1.614
C  -1.858  -0.773  -1.683
C  -3.316  1.356  -2.560
C  -3.013  -1.013  -2.427
C  -3.702  0.071  -2.950
H  -3.765  2.252  -2.977
H  -3.256  -2.036  -2.692
H  -4.500  -0.074  -3.669
N  -1.577  0.453  -1.155
P  -0.996  3.123  0.373
P  -0.174  -3.089  -0.358
C  -1.936  2.923  -1.199
H  -1.354  3.412  -1.997
H  -2.857  3.517  -1.150
C  -0.774  -1.849  -1.774
H  -1.102  -2.536  -2.566
C  0.542  -4.606  -1.244
C  -0.471  -3.418  1.481
C  0.560  4.241  -0.018
C  -2.369  4.036  1.372
C  2.080  -4.501  -1.312
H  2.536  -4.526  -0.317
H  2.453  -5.370  -1.872
H  2.435  -3.601  -1.823
C  0.180  -5.945  -0.588
H  0.581  -6.080  0.418
H  -0.901  -6.111  -0.575
H  0.636  -6.722  -1.218
C  -0.024  -4.747  -2.676
H  0.556  -5.539  -3.173
H  -1.085  -5.042  -2.643
H  0.064  -3.852  -3.300
C  0.737  -4.091  2.159
H  1.625  -3.441  2.182
H  0.445  -4.300  3.203
H  1.016  -5.049  1.705
C  -0.804  -2.136  2.294
H  0.104  -1.561  2.586
H  -1.592  -1.521  1.814
H  -1.243  -2.457  3.251
C  -1.689  -4.362  1.552
H  -1.464  -5.361  1.155
H  -1.974  -4.471  2.610
H  -2.544  -3.958  0.993
C  -1.826  4.367  2.767
H  -2.619  4.887  3.317
H  -1.557  3.471  3.334
H  -0.959  5.035  2.739
C  -3.516  3.022  1.486
H  -3.922  2.736  0.510
H  -3.211  2.114  2.018
H  -4.329  3.491  2.052
C  -2.887  5.325  0.718
H  -3.774  5.637  1.286
H  -2.169  6.149  0.768
H  -3.203  5.205  -0.323
C  0.973  4.140  -1.493
H  0.292  4.689  -2.156
H  1.964  4.605  -1.605
H  1.056  3.107  -1.851
C  1.695  3.707  0.879
H  2.031  2.702  0.577
H  2.569  4.366  0.791
H  1.413  3.665  1.939
C  0.309  5.719  0.287
H  -0.456  6.152  -0.369
H  0.042  5.910  1.332
H  1.242  6.270  0.090
Sr  0.246  0.149  0.767
C  -1.353  0.790  3.284
O  -1.940  0.883  4.269
N  1.109  -1.946  -0.481
C  0.608  -1.497  -1.673
C  1.443  -0.918  -2.839
C  1.105  -1.677  -4.126
C  1.046  0.530  -3.095
C  2.946  -0.993  -2.574
H  1.413  -2.726  -4.052
H  0.036  -1.587  -4.380
H  1.678  -1.216  -4.944
H  1.397  1.205  -2.307
H  1.519  0.840  -4.034
H  -0.033  0.650  -3.234
H  3.428  -0.586  -3.475
H  3.249  -0.389  -1.710
H  3.294  -2.025  -2.452
Cl  3.203  1.834  6.046
C  3.142  0.841  4.653
C  4.279  0.153  4.227
C  4.187  -0.623  3.077
C  2.972  -0.674  2.384
N  1.871  -0.003  2.794
C  1.938  0.734  3.937
H  5.202  0.236  4.796
H  5.036  -1.190  2.701
H  2.869  -1.267  1.459
H  1.038  1.250  4.273

As for the relative energy (zero: lowest compared OMol25 entry of this formula, charge and spin): 59.4 kcal/mol. The value obtained for the HOMO energy (alpha / beta) is -7.628 / -6.835 eV. Its largest force on an atom is 0.0803 Eh/bohr. Its net charge is +1.

=====

# 3
C6H6NO2S2 | ωB97M-V/def2-TZVPD

Geometry (Å):
N  -1.366  0.529  2.360
C  -1.131  0.607  1.228
C  -0.845  0.941  -0.123
C  -1.651  2.246  -0.828
O  -2.850  2.191  -0.735
O  -0.764  2.976  -1.265
S  -1.146  -0.468  -1.190
C  -0.144  -1.730  -0.293
C  1.318  -1.258  -0.310
C  1.545  -0.042  0.549
S  0.807  1.497  -0.246
H  -0.177  -2.517  -0.945
H  -0.458  -2.021  0.648
H  2.005  -1.947  0.121
H  1.502  -1.122  -1.384
H  0.846  -0.018  1.438
H  2.507  0.138  0.974

The SMILES is N#CC1(C(=O)[O-])SCCCS1. As for the relative energy (zero: lowest compared OMol25 entry of this formula, charge and spin): 2.5 kcal/mol. The value obtained for the HOMO energy is -4.640 eV. Its largest force on an atom is 0.0672 Eh/bohr. Its net charge is -1.

=====

# 4
C7H16Cl2N3O3P | ωB97M-V/def2-TZVPD

Geometry (Å):
N  -2.285  1.590  -1.830
P  -1.292  1.298  -0.537
O  -1.501  2.373  0.461
O  -1.434  -0.206  0.121
C  -2.119  -0.340  1.482
C  -1.648  -1.633  2.071
C  -0.183  -1.817  1.948
N  0.442  -2.410  0.967
O  1.945  -2.476  1.145
N  0.312  1.322  -1.189
C  0.654  0.508  -2.251
C  1.170  -0.949  -1.890
Cl  1.641  -1.937  -3.261
C  1.324  1.850  -0.300
C  1.405  1.072  1.048
Cl  2.685  1.675  2.182
H  -2.161  0.773  -2.469
H  -1.941  2.399  -2.248
H  -1.810  0.511  2.084
H  -3.247  -0.220  1.338
H  -2.002  -2.437  1.456
H  -1.962  -1.727  3.085
H  0.508  -1.204  2.603
H  2.454  -3.124  0.648
H  -0.224  0.382  -2.921
H  1.523  0.981  -2.746
H  1.979  -0.930  -1.139
H  0.381  -1.456  -1.336
H  1.106  2.849  -0.156
H  2.321  1.939  -0.691
H  1.550  0.070  0.904
H  0.410  1.273  1.420

The SMILES is N[P@@](=O)(OCC/C=N/O)N(CCCl)CCCl. As for the relative energy (zero: lowest compared OMol25 entry of this formula, charge and spin): 21.9 kcal/mol. The value obtained for the HOMO energy is -9.336 eV. Its largest force on an atom is 0.0964 Eh/bohr. Its net charge is 0.

=====

# 5
C15H19Cl2N5O3S | ωB97M-V/def2-TZVPD

Geometry (Å):
C  1.372  -3.022  1.973
S  1.734  -2.393  0.306
O  3.179  -2.288  0.180
O  1.251  -3.394  -0.671
N  0.910  -0.912  0.158
C  1.615  0.289  0.606
C  2.026  1.247  -0.518
N  2.633  2.533  -0.112
C  1.740  3.632  0.320
C  2.441  4.990  0.362
O  3.700  4.882  1.058
C  4.565  3.887  0.417
C  3.937  2.504  0.550
C  -0.462  -0.941  0.157
C  -1.303  -1.862  -0.380
N  -2.557  -1.312  -0.350
C  -3.796  -1.897  -0.800
C  -4.977  -1.123  -0.851
C  -6.220  -1.670  -1.225
C  -6.341  -2.997  -1.608
Cl  -7.886  -3.686  -2.039
C  -5.173  -3.801  -1.601
Cl  -5.274  -5.426  -2.095
C  -3.925  -3.244  -1.176
N  -2.473  -0.085  0.289
N  -1.238  0.104  0.588
H  0.266  -3.198  2.107
H  1.716  -2.279  2.694
H  1.965  -3.916  2.112
H  2.475  0.016  1.205
H  0.945  0.875  1.257
H  1.157  1.421  -1.146
H  2.757  0.767  -1.155
H  0.873  3.678  -0.341
H  1.341  3.324  1.314
H  2.590  5.368  -0.661
H  1.775  5.689  0.887
H  5.562  3.901  0.898
H  4.706  4.168  -0.631
H  4.604  1.749  0.065
H  3.868  2.214  1.624
H  -0.955  -2.735  -0.913
H  -4.900  -0.087  -0.590
H  -7.115  -1.052  -1.172
H  -3.108  -3.913  -1.091

The SMILES is CS(=O)(=O)N(CCN1CCOCC1)c1cn(-c2ccc(Cl)c(Cl)c2)nn1. As for the relative energy (zero: lowest compared OMol25 entry of this formula, charge and spin): 11.1 kcal/mol. The value obtained for the HOMO energy is -8.308 eV. Its largest force on an atom is 0.0748 Eh/bohr. Its net charge is 0.

=====

# 6
C3H8N2O | ωB97M-V/def2-TZVPD

Geometry (Å):
O  -1.186  -1.725  0.018
C  -0.769  -0.861  0.788
N  0.439  -0.220  0.431
C  1.101  -0.635  -0.822
N  1.615  0.672  -1.359
C  -1.406  -0.351  1.950
H  0.411  0.815  0.576
H  0.264  -0.867  -1.487
H  1.721  -1.528  -0.671
H  -0.551  2.474  -0.922
H  2.502  0.369  -1.773
H  -0.805  2.315  -1.600
H  -1.198  0.563  2.494
H  -2.136  -1.020  2.379

As for the relative energy (zero: lowest compared OMol25 entry of this formula, charge and spin): 124.5 kcal/mol. The value obtained for the HOMO energy (alpha / beta) is -15.196 / -16.055 eV. Its largest force on an atom is 0.0614 Eh/bohr. The expectation value of S² is 1.3336. Its net charge is +1. Its spin multiplicity is 2.

=====

> Look up the net charge of the third one.

-1

=====

> Among the records above, which one has the lowest relative energy (zero: lowest compared OMol25 entry of this formula, charge and spin)?

C6H6NO2S2